Record 1
C6H23B2NO2Sn | the ωB97M-V functional and the def2-TZVPD basis

```
35
Properties=species:S:1:pos:R:3:forces:R:3
Sn -1.010501 -0.989921 0.974219 1.0045 1.0861 -0.1916
O -2.047341 1.383559 -0.904751 -0.5181 -1.2194 -0.4792
O 1.948319 -1.037461 1.221849 0.5549 0.3228 -0.9261
N 0.769079 0.917869 -0.541511 -0.3743 -0.6561 -0.9189
C -3.370981 1.913159 -1.045611 -0.1725 0.0711 0.3873
C -1.112441 1.991559 -1.790681 0.4319 -0.1150 1.1277
C 2.112509 0.393709 -0.737381 1.4152 -0.5871 1.4285
C 2.809709 -0.045161 0.567979 -2.1212 0.8233 0.1257
C 0.238739 1.249029 -1.881501 -0.9558 -0.2313 0.1766
C 2.499069 -2.345951 1.195639 0.2691 -0.3708 0.7530
B -0.642261 -3.939421 -0.150251 -0.1176 0.3897 -0.3183
B -1.491101 1.629779 2.641359 -0.2941 0.1099 -0.5248
H -0.858701 2.916069 -1.272041 -0.1023 0.7156 -0.5555
H -2.120291 0.767879 2.800999 -3.0558 -3.7874 0.4749
H 0.949529 1.921829 -2.361311 -0.0625 0.1858 -0.3445
H 2.794959 1.116659 -1.184261 -0.0639 0.3234 -0.3429
H -3.410251 2.949909 -0.711391 0.1521 0.1346 -0.0756
H -1.584731 2.138579 -2.761981 0.2966 0.1873 -0.1223
H -0.495221 1.275109 2.425359 4.7995 -1.8760 -0.9030
H -1.732581 2.204099 1.760399 -1.3627 2.1293 -3.3313
H -1.569991 -3.668841 0.329689 -4.0559 1.5033 2.3295
H -1.456621 2.219709 3.544159 0.1745 1.9897 3.3591
H 0.210519 0.336169 -2.476461 -0.2338 -0.0636 0.0225
H -0.535301 -5.003361 -0.005911 0.7536 -3.8545 1.0640
H 0.189129 -3.363601 0.225879 3.5917 2.5814 1.5702
H 2.176629 -0.510151 -1.343201 -0.7451 0.1032 -0.3929
H -4.092251 1.371749 -0.433451 0.5312 -0.2468 0.3613
H -0.806011 -3.844331 -1.212511 -0.3994 0.9602 -4.1526
H 2.858249 0.768099 1.292099 0.0245 0.1675 -0.0585
H 1.846219 -3.016601 1.754299 -0.0455 0.1825 -0.0043
H 2.600819 -2.791581 0.206109 0.0698 0.3120 -0.1848
H 3.449889 -2.278581 1.724319 0.2337 -0.3570 -0.1677
H 0.846959 1.818449 -0.090971 -0.0733 0.0322 0.8017
H -3.799291 1.833879 -2.044801 0.5325 0.0332 -0.4206
H 3.835549 -0.281881 0.285629 -0.0818 -0.9790 0.4333
```
Positions in Å, forces in eV/Å.

Computed properties:
Energy above the lowest of the compared OMol25 structures with the same formula, charge and spin (eV): 2.243
E_HOMO (eV): -9.3
Energy (eV): -19355.200

Record 2
C37H35Ge2N5O8S2Ti | the ωB97M-V functional and the def2-TZVPD basis

```
90
Properties=species:S:1:pos:R:3:forces:R:3
Ge -0.968618 1.978277 -0.792005 -0.6176 0.0762 0.0109
Ge -0.005079 2.790986 -2.915278 0.1637 0.0475 -0.1517
Ti 2.107595 0.670322 0.049345 -0.1892 0.5023 -0.0714
S -1.675561 -1.639985 1.907897 0.0407 -0.1075 0.1085
S -0.250774 -0.245174 -0.216407 0.4172 0.3559 0.0012
O 2.613533 -1.206144 0.713483 -0.1364 -0.0473 -0.0379
O 2.353557 2.477643 0.109568 0.0396 -0.8302 -0.1373
O 6.826417 -4.155815 -2.161475 -0.1341 0.0253 -0.1194
O 2.800864 -0.900459 -5.572886 -0.0870 0.0688 0.1850
O 6.147693 -4.168813 -4.212641 -0.0394 0.0144 0.1233
O 4.026240 0.394454 0.357687 -0.0985 0.0106 -0.2168
O 1.212556 -0.642580 -4.126701 0.2179 0.0110 -0.0914
O 2.269475 0.038599 -1.761110 0.0165 0.3909 0.8060
N 0.225658 0.135854 2.442263 -0.0102 -0.0931 0.0174
N 6.094318 -3.795216 -3.061532 0.1778 -0.0154 -0.0211
N 2.349241 -0.937244 -4.447192 -0.1438 -0.1912 -0.1756
N 1.196695 1.000338 1.970117 0.4284 0.0227 -0.1291
N 3.787113 -0.915635 0.202182 0.0293 0.0115 0.0723
C -0.467336 -0.451933 1.551276 -0.0670 -0.0310 0.0342
C 1.146377 1.906092 4.242085 0.0292 -0.0433 -0.0070
C -1.696081 3.552132 3.052793 0.0131 0.0342 -0.0048
C -5.627209 1.319242 -1.533927 0.0407 0.0079 0.0009
C 4.232537 4.579392 3.100837 0.0285 0.0322 0.1108
C -0.511189 -3.194660 3.918458 0.0415 0.0463 -0.0567
C -0.109549 5.027105 2.006744 0.0142 0.0539 0.0451
C -1.402908 -2.004607 3.680837 -0.0780 -0.0396 0.0967
C -0.279917 -5.544784 4.411479 -0.0452 -0.0254 0.0128
C 3.243899 -1.419174 -3.389570 0.1269 0.1032 0.1740
C -0.905608 4.695738 3.092576 -0.0433 -0.0075 0.0377
C -0.949030 1.774669 -4.303328 -0.0139 0.0701 0.0264
C -3.581052 0.631064 -0.479404 0.0636 -0.0861 0.0162
C 2.947103 3.169247 1.106564 -0.1382 -0.0758 -0.0116
C 4.978226 -2.358183 -1.410014 -0.0564 -0.0540 -0.1386
C -1.080421 -4.429980 4.205814 -0.0069 -0.0092 -0.0448
C 4.218273 -2.345133 -3.715261 -0.0600 0.1079 0.0757
C -2.869605 1.626312 -1.146455 0.0962 -0.0620 0.1990
C -3.568015 2.464628 -2.012450 0.0815 0.1565 -0.1339
C 3.336551 3.587655 3.434395 -0.0102 0.0032 -0.0173
C 3.119690 -0.905594 -2.090953 0.1397 -0.2033 -0.2700
C 4.012087 -1.428023 -1.130642 0.0132 -0.0990 -0.0551
C 1.098485 -5.433313 4.332441 0.0300 -0.0247 0.0083
C 5.061746 -2.800166 -2.722136 0.0317 -0.0462 0.0770
C -0.572618 4.682704 -2.863394 0.0577 -0.0612 -0.0461
C 1.675669 -4.201959 4.053737 0.0410 0.0368 -0.0026
C -1.686647 2.743185 1.927329 -0.0744 -0.0429 -0.0395
C 2.662271 2.852065 2.447157 0.1413 0.1275 -0.1304
C 0.877965 -3.087971 3.849110 -0.1680 0.0074 0.0135
C -0.873189 3.056613 0.836368 -0.0711 -0.1021 -0.0971
C 1.650537 1.869220 2.830444 -0.1250 -0.0508 0.0952
C -4.932956 2.314087 -2.206887 -0.0791 -0.0269 -0.0044
C 4.467024 4.891072 1.765421 0.0224 0.0300 -0.1177
C -4.945557 0.474989 -0.668803 -0.0687 0.0169 -0.0504
C -0.094251 4.208929 0.885740 0.0965 -0.0215 -0.1030
C 3.822675 4.192890 0.763175 -0.0446 -0.0044 0.1450
C 1.936698 2.753536 -3.230047 -0.1004 0.0240 -0.0013
H 0.215609 1.364223 4.344280 -0.0081 -0.0015 -0.0101
H -2.333600 3.302441 3.891833 0.0071 0.0053 -0.0069
H 3.991508 4.406266 -0.283519 0.0012 -0.0119 0.0002
H 1.723777 -6.301831 4.494442 -0.0122 0.0169 -0.0030
H 5.645005 -2.742582 -0.652216 0.0159 -0.0044 -0.0006
H 3.166122 3.373269 4.479142 -0.0178 -0.0209 -0.0040
H -1.472360 4.875248 -2.280100 0.0002 -0.0751 0.0017
H 0.227708 5.304716 -2.459890 0.0045 -0.0453 -0.0010
H -2.406795 -2.205769 4.054237 -0.0031 0.0074 0.0022
H -0.760755 4.998224 -3.891787 0.0085 0.0139 0.0204
H -1.045458 -1.098189 4.164463 0.0541 0.0202 -0.0879
H 0.539541 4.475650 0.046629 -0.0338 -0.0001 -0.0089
H 1.890613 1.440639 4.894813 -0.0085 -0.0052 -0.0086
H 2.178491 1.950983 -3.925392 -0.0470 -0.0028 0.0384
H 2.206084 3.703594 -3.695646 -0.0391 -0.0062 -0.0097
H -1.248343 0.783462 -3.965281 0.0393 0.0255 0.0447
H -0.925702 5.336785 3.965639 0.0026 -0.0130 -0.0187
H -3.079215 -0.052570 0.194069 0.0150 0.0286 0.0034
H 2.753255 -4.109487 4.003688 -0.0146 0.0041 -0.0040
H -0.280232 1.645007 -5.154750 0.0012 0.0202 0.0272
H 1.009206 2.935085 4.563169 -0.0006 0.0020 -0.0071
H 5.164380 5.678009 1.508174 -0.0174 -0.0158 0.0003
H 1.328503 -2.127214 3.641034 0.0470 0.0768 -0.0406
H -0.735668 -6.500248 4.636696 0.0032 0.0152 -0.0050
H 4.318712 -2.700166 -4.730236 0.0032 -0.0165 -0.0216
H -2.335960 1.873136 1.896272 0.0239 0.0296 -0.0116
H -5.453037 2.974852 -2.889021 0.0082 -0.0142 0.0185
H -3.061426 3.253589 -2.559632 0.0240 -0.0504 0.0571
H -5.475398 -0.309746 -0.143625 0.0105 0.0125 -0.0055
H -6.691976 1.200107 -1.686839 0.0169 -0.0002 0.0030
H 4.749813 5.119860 3.882012 -0.0115 -0.0134 -0.0165
H -2.158793 -4.524045 4.270221 0.0166 0.0046 -0.0017
H 2.537697 2.636151 -2.332947 -0.0428 0.0386 0.0050
H -1.840691 2.307854 -4.634135 0.0277 0.0032 0.0458
H 0.495592 5.925401 2.029148 -0.0075 -0.0213 -0.0039
```
Positions in Å, forces in eV/Å.

Computed properties:
Energy above the lowest of the compared OMol25 structures with the same formula, charge and spin (eV): 0.000
Multiplicity: 2
E_HOMO (alpha / beta) (eV): -11.3 / -11.3
Net charge: +1
<S²>: 0.756
Energy (eV): -220574.586

Record 3
C9H9BrINO2 | the ωB97M-V functional and the def2-TZVPD basis

```
23
Properties=species:S:1:pos:R:3:forces:R:3
I 0.325520 0.710446 2.751746 -0.3995 -0.7032 -0.7325
Br 2.043260 4.551826 -0.613384 -0.3844 -0.8866 -0.1335
O -0.692701 -1.373957 0.668197 0.3573 0.1689 2.4470
O -1.391805 0.714645 -0.044618 -1.1773 -1.9258 0.9945
N 1.678430 0.655226 -1.939572 0.6583 -1.6660 0.6539
C 0.144370 2.341287 -0.558665 0.5101 -0.1928 1.4853
C 0.651740 0.102642 -1.258818 -0.2816 0.7657 -0.7275
C 0.889766 -2.215399 2.209474 0.2120 1.3117 2.5471
C 1.389490 2.769017 -0.948533 -0.4789 0.3668 -0.3656
C 2.112555 1.871809 -1.719085 1.0556 0.8759 -0.7766
C -0.201940 0.993889 -0.601824 1.4132 0.4700 -1.3904
C -2.690743 -1.375412 -0.632501 0.1896 0.1905 -0.3426
C 0.257793 -1.052682 1.538230 0.8436 0.4522 -0.5660
C -1.590422 -0.649941 0.140779 -2.2436 0.1622 -1.6819
H 3.063430 2.229405 -2.200715 -1.0215 -0.6617 0.3487
H 0.236610 -2.453988 3.143996 1.4161 0.1555 -1.0754
H 0.848082 -3.063394 1.586406 0.2720 -1.0619 -0.8248
H 1.972184 -1.918823 2.505499 -1.8960 -0.8746 -0.3418
H 0.461626 -0.994527 -1.349764 0.2839 1.1935 -0.0672
H -0.472714 2.893743 0.108184 -0.4961 0.8692 0.0715
H -3.450766 -2.029386 -0.179965 0.6600 0.3717 0.9995
H -2.293284 -2.011585 -1.407760 0.7000 -0.3382 -0.3301
H -3.290483 -0.694841 -1.197309 -0.1925 0.9570 -0.1915
```
Positions in Å, forces in eV/Å.

Computed properties:
Energy above the lowest of the compared OMol25 structures with the same formula, charge and spin (eV): 1.458
E_HOMO (eV): -7.0
Energy (eV): -93202.192